No. 1
A 10-piece molecular cluster, C57H165FN27O12P9 overall in a non-equilibrium geometry. Source: OMol25; level of theory: the ωB97M-V functional and the def2-TZVPD basis.

Each line ends with the Löwdin charge.
CARTESIAN COORDINATES (ANGSTROEM)
C  -5.87  -2.39  -5.36  -0.115
N  -5.63  -1.20  -6.16  -0.311
C  -4.23  -0.95  -6.41  -0.131
P  -6.77  -0.79  -7.36  0.548
O  -8.10  -1.25  -7.07  -0.260
N  -6.67  0.91  -7.46  -0.301
C  -7.52  1.53  -8.54  -0.116
C  -6.73  1.72  -6.24  -0.115
N  -6.00  -1.41  -8.79  -0.303
C  -4.88  -0.72  -9.47  -0.126
C  -6.10  -2.76  -9.28  -0.132
H  -5.19  -2.60  -4.53  0.083
H  -5.79  -3.23  -6.06  0.071
H  -6.90  -2.46  -5.02  0.077
H  -4.05  0.07  -6.75  0.078
H  -3.86  -1.66  -7.14  0.064
H  -3.61  -1.14  -5.53  0.083
H  -7.07  2.37  -9.05  0.075
H  -7.67  0.88  -9.40  0.069
H  -8.53  1.80  -8.21  0.081
H  -6.75  2.77  -6.52  0.081
H  -7.65  1.48  -5.72  0.083
H  -5.85  1.50  -5.64  0.070
H  -5.09  -0.77  -10.53  0.078
H  -4.78  0.33  -9.19  0.070
H  -3.97  -1.25  -9.16  0.067
H  -7.14  -3.05  -9.12  0.081
H  -5.45  -3.50  -8.81  0.077
H  -5.91  -2.84  -10.35  0.077
C  1.87  9.01  -6.11  -0.174
N  2.00  7.83  -5.34  -0.322
C  3.15  7.93  -4.42  -0.090
P  1.60  6.35  -6.13  0.598
O  2.06  5.17  -5.32  -0.321
N  -0.02  6.43  -6.43  -0.319
C  -1.03  6.97  -5.55  -0.120
C  -0.65  5.47  -7.37  -0.092
N  2.42  6.42  -7.68  -0.288
C  1.93  7.28  -8.79  -0.131
C  3.56  5.59  -8.06  -0.128
H  1.88  9.85  -5.42  0.084
H  0.89  9.04  -6.60  0.070
H  2.64  9.12  -6.87  0.080
H  3.19  7.09  -3.72  0.079
H  3.20  8.94  -4.01  0.078
H  4.03  7.82  -5.05  0.076
H  -1.63  6.26  -4.96  0.084
H  -0.57  7.55  -4.75  0.075
H  -1.65  7.65  -6.14  0.086
H  -1.20  6.04  -8.12  0.084
H  0.09  4.78  -7.77  0.081
H  -1.33  4.88  -6.75  0.080
H  1.27  8.07  -8.45  0.051
H  2.76  7.81  -9.26  0.079
H  1.36  6.71  -9.53  0.073
H  4.44  6.19  -8.29  0.080
H  3.36  4.75  -8.72  0.079
H  3.84  5.10  -7.13  0.064
C  -14.14  1.76  -13.73  -0.082
N  -14.72  0.40  -13.66  -0.320
C  -13.79  -0.61  -13.23  -0.139
P  -15.82  -0.03  -14.88  0.597
O  -15.25  -0.03  -16.26  -0.290
N  -16.59  -1.51  -14.37  -0.298
C  -17.21  -1.71  -13.04  -0.111
C  -16.57  -2.66  -15.25  -0.132
N  -17.02  1.16  -14.71  -0.300
C  -17.15  2.16  -15.75  -0.148
C  -17.52  1.67  -13.39  -0.097
H  -13.52  1.74  -14.63  0.085
H  -13.49  1.87  -12.86  0.079
H  -14.86  2.57  -13.75  0.064
H  -14.23  -1.43  -12.66  0.075
H  -13.00  -0.19  -12.61  0.078
H  -13.22  -0.96  -14.09  0.083
H  -16.56  -1.22  -12.32  0.057
H  -18.19  -1.24  -12.98  0.072
H  -17.21  -2.75  -12.70  0.081
H  -15.66  -2.52  -15.83  0.067
H  -16.68  -3.65  -14.81  0.078
H  -17.43  -2.58  -15.91  0.076
H  -16.29  2.82  -15.84  0.073
H  -17.26  1.64  -16.70  0.075
H  -18.03  2.80  -15.68  0.081
H  -16.95  2.55  -13.12  0.069
H  -17.46  0.84  -12.68  0.050
H  -18.58  1.94  -13.39  0.079
C  -11.11  1.68  2.44  -0.077
N  -10.77  0.38  3.20  -0.262
C  -10.65  -0.88  2.46  -0.141
P  -10.98  0.42  4.86  0.550
O  -11.39  1.76  5.34  -0.294
N  -12.13  -0.75  5.32  -0.331
C  -13.24  -0.98  4.46  -0.122
C  -12.37  -1.04  6.72  -0.120
N  -9.46  -0.07  5.50  -0.303
C  -8.83  -1.40  5.26  -0.098
C  -8.53  0.94  5.98  -0.123
H  -10.52  1.85  1.53  0.067
H  -10.86  2.57  3.02  0.067
H  -12.11  1.80  2.04  0.069
H  -10.85  -1.76  3.08  0.058
H  -9.63  -0.98  2.09  0.077
H  -11.27  -0.94  1.57  0.080
H  -13.63  0.01  4.24  0.088
H  -12.89  -1.42  3.53  0.057
H  -13.90  -1.70  4.96  0.089
H  -11.46  -1.10  7.32  0.073
H  -12.96  -0.22  7.11  0.087
H  -12.77  -2.04  6.91  0.081
H  -9.25  -1.95  4.42  0.048
H  -7.79  -1.32  4.92  0.079
H  -8.97  -1.96  6.18  0.077
H  -7.61  0.40  6.22  0.075
H  -8.99  1.52  6.79  0.075
H  -8.28  1.72  5.26  0.074
C  -1.70  -4.39  -17.61  -0.125
N  -0.29  -4.81  -17.56  -0.306
C  0.53  -3.75  -16.92  -0.109
P  0.22  -6.48  -17.78  0.668
O  1.63  -6.79  -17.53  -0.290
N  -0.80  -7.22  -16.60  -0.319
C  -2.05  -7.86  -16.73  -0.184
C  -0.25  -7.28  -15.23  -0.102
N  -0.40  -6.94  -19.42  -0.309
C  -0.54  -8.28  -19.80  -0.185
C  -0.10  -6.05  -20.56  -0.105
H  -2.00  -3.75  -18.44  0.073
H  -1.91  -3.77  -16.74  0.072
H  -2.35  -5.26  -17.54  0.061
H  1.55  -4.14  -16.97  0.069
H  0.28  -3.61  -15.87  0.073
H  0.42  -2.83  -17.48  0.077
H  -1.98  -8.92  -16.48  0.079
H  -2.77  -7.53  -15.97  0.078
H  -2.59  -7.75  -17.67  0.079
H  -0.67  -8.07  -14.60  0.081
H  0.82  -7.40  -15.12  0.077
H  -0.55  -6.33  -14.80  0.077
H  -1.44  -8.46  -20.37  0.083
H  0.28  -8.66  -20.41  0.085
H  -0.63  -8.93  -18.93  0.077
H  -0.58  -6.48  -21.44  0.078
H  0.97  -6.09  -20.73  0.079
H  -0.38  -4.99  -20.45  0.069
C  0.07  1.43  3.37  -0.125
N  0.48  0.23  2.66  -0.292
C  1.70  -0.41  3.37  -0.093
P  -0.55  -0.79  1.73  0.630
O  -1.33  -1.68  2.66  -0.320
N  -1.61  0.20  0.83  -0.306
C  -2.97  0.42  1.30  -0.127
C  -1.11  1.14  -0.22  -0.089
N  0.47  -1.58  0.54  -0.312
C  0.12  -2.92  0.23  -0.139
C  1.67  -1.02  0.02  -0.131
H  -0.96  1.34  3.70  0.078
H  0.30  2.23  2.67  0.076
H  0.68  1.66  4.25  0.077
H  2.09  -1.29  2.85  0.056
H  1.52  -0.79  4.37  0.075
H  2.50  0.32  3.46  0.074
H  -3.44  -0.48  1.71  0.075
H  -2.96  1.27  1.98  0.073
H  -3.67  0.67  0.50  0.077
H  -1.35  2.15  0.14  0.077
H  -0.03  1.09  -0.25  0.044
H  -1.46  0.98  -1.24  0.079
H  0.13  -3.55  1.12  0.078
H  -0.81  -3.03  -0.32  0.081
H  0.88  -3.37  -0.41  0.076
H  2.40  -1.00  0.83  0.060
H  1.54  -0.08  -0.51  0.067
H  2.15  -1.76  -0.62  0.081
C  -6.43  10.09  4.53  -0.108
N  -6.61  9.90  3.05  -0.273
C  -6.36  11.15  2.26  -0.108
P  -6.60  8.29  2.37  0.610
O  -7.07  7.20  3.24  -0.286
N  -7.33  8.30  0.83  -0.289
C  -6.99  7.43  -0.33  -0.111
C  -8.74  8.72  0.75  -0.127
N  -4.92  8.08  1.95  -0.323
C  -4.08  7.55  3.00  -0.135
C  -4.21  8.73  0.90  -0.137
H  -5.53  9.68  4.99  0.066
H  -7.32  9.76  5.07  0.076
H  -6.26  11.14  4.77  0.068
H  -5.33  11.14  1.90  0.054
H  -6.51  12.12  2.73  0.075
H  -7.01  11.25  1.38  0.062
H  -6.38  7.89  -1.11  0.064
H  -6.48  6.54  0.04  0.084
H  -7.88  7.13  -0.88  0.076
H  -9.09  8.87  -0.27  0.079
H  -9.43  8.09  1.32  0.082
H  -8.92  9.70  1.20  0.060
H  -3.63  6.60  2.71  0.082
H  -3.30  8.28  3.21  0.078
H  -4.58  7.43  3.96  0.070
H  -3.36  8.08  0.66  0.087
H  -3.85  9.73  1.16  0.068
H  -4.87  8.79  0.04  0.056
C  6.30  -1.30  -11.90  -0.135
N  5.92  -2.52  -11.33  -0.325
C  5.97  -3.70  -12.18  -0.129
P  5.84  -2.88  -9.63  0.595
O  5.44  -4.27  -9.35  -0.283
N  7.33  -2.26  -8.98  -0.302
C  8.56  -3.10  -8.87  -0.090
C  7.52  -0.78  -8.82  -0.125
N  4.68  -1.79  -9.04  -0.323
C  3.38  -1.66  -9.78  -0.085
C  4.64  -1.39  -7.65  -0.130
H  6.42  -1.48  -12.97  0.086
H  7.24  -0.99  -11.44  0.060
H  5.57  -0.52  -11.70  0.077
H  6.70  -4.41  -11.79  0.067
H  6.28  -3.58  -13.22  0.079
H  5.05  -4.28  -12.17  0.075
H  8.24  -4.13  -8.75  0.076
H  9.15  -2.98  -9.78  0.072
H  9.20  -2.75  -8.05  0.074
H  6.60  -0.19  -8.86  0.064
H  7.98  -0.66  -7.84  0.077
H  8.21  -0.41  -9.57  0.067
H  2.91  -0.70  -9.56  0.078
H  3.51  -1.77  -10.85  0.067
H  2.76  -2.48  -9.42  0.078
H  4.70  -0.30  -7.55  0.078
H  5.50  -1.83  -7.14  0.075
H  3.77  -1.82  -7.15  0.083
C  -5.52  12.57  -9.99  -0.142
N  -6.16  11.38  -9.48  -0.323
C  -5.80  10.18  -10.16  -0.142
P  -7.68  11.49  -8.63  0.613
O  -8.31  10.16  -8.42  -0.302
N  -7.35  12.38  -7.27  -0.307
C  -6.89  13.73  -7.35  -0.156
C  -7.65  11.86  -5.88  -0.058
N  -8.69  12.50  -9.67  -0.298
C  -9.18  11.88  -11.01  -0.059
C  -9.55  13.48  -9.05  -0.150
H  -5.21  12.32  -11.00  0.080
H  -4.66  12.84  -9.37  0.077
H  -6.11  13.49  -10.02  0.063
H  -4.73  10.19  -10.37  0.087
H  -6.46  10.17  -11.03  0.069
H  -6.08  9.25  -9.66  0.077
H  -5.83  13.80  -7.11  0.084
H  -7.10  14.21  -8.30  0.061
H  -7.31  14.36  -6.57  0.086
H  -6.79  11.91  -5.21  0.082
H  -8.48  12.47  -5.53  0.073
H  -8.19  10.91  -5.91  0.071
H  -9.85  11.06  -10.78  0.069
H  -9.86  12.65  -11.38  0.067
H  -8.38  11.48  -11.64  0.065
H  -10.50  13.52  -9.58  0.082
H  -9.20  14.45  -8.70  0.065
H  -9.73  13.00  -8.08  0.068
O  -12.94  -10.71  -12.64  0.189
C  -12.39  -9.76  -13.11  -0.520
O  -12.61  -8.47  -12.71  0.058
C  -11.72  -7.58  -13.31  -0.072
C  -10.75  -8.55  -14.12  -0.273
F  -9.62  -8.72  -13.36  0.044
O  -11.46  -9.72  -14.07  0.145
H  -12.28  -6.80  -13.82  0.130
H  -11.22  -6.99  -12.54  0.132
H  -10.41  -8.06  -15.03  0.168

Properties
Calculated total energy ... -7824.23589 hartree
Kohn-Sham gap ... 8.140 eV
HOMO level ... -0.2975 hartree
SMILES ... CN(C)P(=O)(N(C)C)N(C)C.CN(C)P(=O)(N(C)C)N(C)C.CN(C)P(=O)(N(C)C)N(C)C.CN(C)P(=O)(N(C)C)N(C)C.CN(C)P(=O)(N(C)C)N(C)C.CN(C)P(=O)(N(C)C)N(C)C.CN(C)P(=O)(N(C)C)N(C)C.CN(C)P(=O)(N(C)C)N(C)C.CN(C)P(=O)(N(C)C)N(C)C.O=C1OC[C@@H](F)O1
Energy relative to the best compared isomer or geometry (same formula, charge and spin) ... 3.45 kcal per mole

=====

No. 2
A 3-piece molecular cluster, C3H4N2O3 overall in a non-equilibrium geometry. Source: OMol25; level of theory: the ωB97M-V functional and the def2-TZVPD basis.

Each line ends with the Löwdin charge.
CARTESIAN COORDINATES (ANGSTROEM)
C  -1.17  0.13  0.11  -0.481
C  0.11  -1.57  -0.08  -0.125
C  0.11  0.69  -0.20  -0.252
H  -2.95  -0.33  -0.73  0.326
H  0.36  -2.62  0.31  0.150
H  3.08  0.86  -0.33  0.379
H  1.20  1.75  1.05  0.235
N  -1.16  -1.16  0.16  0.078
N  0.95  -0.50  -0.22  -0.110
O  -2.41  0.64  0.05  -0.043
O  2.34  -0.45  0.12  -0.121
O  0.76  1.87  -0.02  -0.036

Properties
Calculated total energy ... -451.62828 hartree
Kohn-Sham gap ... 6.337 eV
HOMO level ... -0.3011 hartree
Energy relative to the best compared isomer or geometry (same formula, charge and spin) ... 220.55 kcal per mole

=====

Among the records above, which one has the highest energy relative to the best compared isomer or geometry (same formula, charge and spin)? C3H4N2O3

=====

The lowest calculated total energy belongs to which entry? C57H165FN27O12P9

=====

Among the records above, which one has the lowest calculated total energy? C57H165FN27O12P9